Record 1
Below is 9 unconnected molecules or ions with the total composition C54H68BrN9O2P in a non-equilibrium geometry, with properties calculated with ωB97M-V/def2-TZVPD.

Each line ends with the Mulliken spin population.
Element x y z (Å)
C 6.413 -0.561 1.355  0.00
C 5.542 0.546 2.068  0.00
C 4.797 1.402 0.983  0.00
C 3.351 1.869 1.391  0.00
C 2.348 1.567 0.226  0.00
C 1.354 0.352 0.495  -0.05
P 2.424 -0.980 1.285  0.00
O 1.443 -2.040 2.196  0.00
Br 3.272 -2.337 -0.346  0.00
C 0.226 0.910 1.433  0.05
C -1.194 0.273 1.296  0.00
C -2.200 1.369 1.838  0.00
C -1.401 -0.949 2.311  0.02
N -1.636 -0.013 -0.092  0.25
O -2.107 1.037 -0.682  0.60
C -0.627 -0.689 -0.928  0.01
C -1.135 -0.565 -2.418  0.01
C -0.502 -2.223 -0.682  0.04
C 0.772 -0.004 -0.918  0.05
H 6.365 -0.495 0.254  0.00
H 7.486 -0.470 1.622  0.00
H 6.078 -1.579 1.635  0.00
H 4.851 0.079 2.788  0.00
H 6.272 1.218 2.557  0.00
H 4.671 0.729 0.105  0.00
H 5.424 2.245 0.600  0.00
H 3.030 1.510 2.382  0.00
H 3.401 2.978 1.467  0.00
H 1.726 2.478 0.101  0.00
H 2.837 1.409 -0.755  0.00
H 1.910 -2.873 2.288  0.00
H 0.546 0.743 2.486  0.00
H 0.102 2.007 1.349  0.00
H -2.151 1.313 2.942  0.00
H -3.232 1.079 1.574  0.01
H -1.969 2.377 1.464  0.00
H -0.602 -0.960 3.074  0.00
H -2.335 -0.775 2.889  0.00
H -1.539 -1.919 1.811  0.00
H -2.179 -0.891 -2.536  0.00
H -0.486 -1.260 -2.997  0.00
H -0.934 0.435 -2.838  0.00
H 0.240 -2.581 -1.423  0.00
H -0.150 -2.494 0.328  0.00
H -1.454 -2.737 -0.906  -0.02
H 0.637 0.969 -1.447  0.00
H 1.444 -0.604 -1.556  0.00
N 5.011 4.451 -0.579  0.00
C 4.623 4.168 -1.827  0.00
C 3.760 4.961 -2.566  0.00
C 3.264 6.114 -1.980  0.00
C 3.649 6.429 -0.687  0.00
C 4.519 5.570 -0.036  0.00
H 5.034 3.254 -2.242  0.00
H 3.484 4.682 -3.575  0.00
H 2.586 6.760 -2.524  0.00
H 3.282 7.322 -0.195  0.00
H 4.851 5.775 0.976  0.00
N -4.954 -1.720 1.909  0.00
C -5.914 -2.655 1.968  0.00
C -6.277 -3.455 0.897  0.00
C -5.614 -3.281 -0.308  0.00
C -4.619 -2.320 -0.394  0.01
C -4.328 -1.572 0.736  0.02
H -6.406 -2.754 2.931  0.00
H -7.058 -4.195 1.003  0.00
H -5.870 -3.886 -1.169  0.00
H -4.080 -2.154 -1.318  0.00
H -3.556 -0.818 0.724  0.00
N 3.542 -5.933 -3.015  0.00
C 2.734 -5.047 -2.424  0.00
C 1.401 -5.290 -2.139  0.00
C 0.867 -6.521 -2.487  0.00
C 1.684 -7.455 -3.102  0.00
C 3.006 -7.115 -3.341  0.00
H 3.191 -4.095 -2.171  0.00
H 0.796 -4.536 -1.656  0.00
H -0.172 -6.749 -2.281  0.00
H 1.304 -8.426 -3.390  0.00
H 3.685 -7.814 -3.816  0.00
N -7.485 4.471 1.653  0.00
C -6.581 4.834 0.737  0.00
C -5.589 3.994 0.257  0.00
C -5.525 2.703 0.757  -0.01
C -6.449 2.304 1.709  0.00
C -7.404 3.221 2.119  0.00
H -6.670 5.853 0.378  0.00
H -4.886 4.341 -0.488  0.00
H -4.765 2.016 0.408  0.01
H -6.430 1.304 2.122  0.00
H -8.150 2.954 2.860  0.00
N 3.664 9.889 0.243  0.00
C 3.264 11.033 -0.323  0.00
C 3.935 12.237 -0.187  0.00
C 5.087 12.263 0.583  0.00
C 5.521 11.091 1.181  0.00
C 4.779 9.939 0.979  0.00
H 2.357 10.964 -0.913  0.00
H 3.565 13.131 -0.671  0.00
H 5.640 13.185 0.714  0.00
H 6.415 11.071 1.789  0.00
H 5.081 8.997 1.424  0.00
N -2.362 -7.751 -2.839  0.00
C -3.167 -6.863 -2.246  0.00
C -4.500 -7.103 -1.956  0.00
C -5.036 -8.333 -2.302  0.00
C -4.222 -9.269 -2.920  0.00
C -2.901 -8.931 -3.163  0.00
H -2.704 -5.914 -1.997  0.00
H -5.102 -6.346 -1.471  0.00
H -6.074 -8.559 -2.093  0.00
H -4.604 -10.240 -3.206  0.00
H -2.225 -9.632 -3.640  0.00
N 2.201 -1.051 -4.034  0.00
C 2.153 0.251 -4.337  0.00
C 3.199 0.949 -4.917  0.00
C 4.370 0.263 -5.198  0.00
C 4.446 -1.087 -4.892  0.00
C 3.341 -1.693 -4.316  0.00
H 1.218 0.747 -4.097  0.00
H 3.100 2.003 -5.142  0.00
H 5.212 0.773 -5.650  0.00
H 5.342 -1.656 -5.096  0.00
H 3.354 -2.747 -4.062  0.00
N -5.356 -2.948 5.702  0.00
C -5.209 -2.862 7.028  0.00
C -3.981 -2.838 7.668  0.00
C -2.834 -2.911 6.892  0.00
C -2.961 -3.002 5.515  0.00
C -4.237 -3.016 4.974  0.00
H -6.133 -2.811 7.593  0.00
H -3.923 -2.765 8.746  0.00
H -1.855 -2.896 7.355  0.00
H -2.090 -3.061 4.876  0.00
H -4.387 -3.081 3.904  0.00

The spin multiplicity is 2. The total charge is 0. The value obtained for the frontier orbital gap (spin up / spin down) is 0.3263 / 0.3100 hartree. As for the lowest unoccupied orbital energy (spin up / spin down): 0.4776 / 0.0334 eV. As for the HOMO energy (spin up / spin down): -8.4 / -8.4 eV. The expectation value of S² is 0.754. The value obtained for the total energy is -5657.00350 Eh.


Record 2
Below is a molecular structure, C4H7InO3 in a non-equilibrium geometry, with properties calculated with ωB97M-V/def2-TZVPD.

Each line ends with the Mulliken charge.
Element x y z (Å)
O 2.903 0.731 -0.007  -0.28
C 3.611 -0.261 0.021  0.22
H 4.706 -0.153 0.084  0.31
H 3.177 -1.275 0.013  0.25
O -0.611 1.713 0.006  -0.25
C -1.885 1.220 -0.107  -0.30
C -2.034 -0.264 0.131  -0.03
O -1.433 -0.851 1.234  -0.30
C -0.763 -1.207 0.016  -0.59
In 1.044 1.118 0.035  1.26
H -2.325 1.389 -1.113  0.31
H -2.576 1.707 0.615  0.33
H -3.026 -0.668 -0.106  0.45
H -0.022 -0.905 -0.726  0.25
H -0.765 -2.295 -0.094  0.36

The total charge is +2. The value obtained for the frontier orbital gap is 0.2485 hartree. As for the lowest unoccupied orbital energy: -11.0334 eV. As for the HOMO energy: -17.8 eV. The value obtained for the total energy is -571.54187 Eh.


Record 3
Below is a molecular structure, C20H20N5S4SbV, with properties calculated with ωB97M-V/def2-TZVPD.

Each line ends with the Mulliken spin population.
Element x y z (Å)
V -0.931 -0.610 0.170  1.47
C -1.835 2.336 3.174  -0.02
C -1.183 1.288 2.346  0.19
N -1.717 0.848 1.190  -0.01
N -2.990 1.328 0.907  -0.01
C -3.218 2.278 -0.031  0.01
N -4.539 2.383 -0.347  0.00
S -2.040 3.242 -0.682  0.00
C -0.001 0.589 2.713  0.18
C 0.752 0.798 3.882  0.06
C 1.844 0.007 4.122  0.02
C 2.191 -0.994 3.205  0.09
C 1.424 -1.149 2.079  0.02
N 0.356 -0.374 1.822  0.05
H -2.708 1.946 3.704  0.02
H -1.145 2.729 3.917  0.00
H -2.168 3.159 2.541  0.02
H -3.745 0.812 1.331  0.00
H -5.143 1.586 -0.234  0.00
H -4.741 3.001 -1.113  0.00
H 0.464 1.570 4.580  0.01
H 2.432 0.154 5.019  0.00
H 3.044 -1.637 3.364  0.00
H 1.653 -1.901 1.335  0.00
S -2.610 -4.631 -1.415  0.88
Sb -3.457 -2.721 -0.303  0.05
S -1.814 -2.316 1.408  -0.03
S -2.564 -0.887 -1.509  0.02
C 1.119 3.053 -2.754  0.01
C 0.610 1.999 -3.513  0.00
C 0.412 0.757 -2.940  0.00
C 0.730 0.562 -1.597  -0.02
C 1.234 1.607 -0.839  0.03
C 1.427 2.856 -1.419  0.00
N 0.498 -0.720 -0.990  -0.07
C 1.259 -1.830 -1.449  0.01
C 2.483 -1.643 -2.085  -0.01
C 3.224 -2.740 -2.498  0.01
C 2.764 -4.032 -2.279  0.00
C 1.545 -4.214 -1.640  -0.02
C 0.792 -3.122 -1.230  0.01
H 1.262 4.026 -3.206  0.00
H 0.357 2.153 -4.554  0.00
H 0.004 -0.068 -3.510  0.00
H 1.481 1.438 0.201  0.00
H 1.811 3.672 -0.821  0.00
H 2.853 -0.641 -2.258  0.00
H 4.173 -2.579 -2.994  0.00
H 3.345 -4.883 -2.605  0.00
H 1.162 -5.212 -1.464  0.00
H -0.159 -3.277 -0.732  0.03

The spin multiplicity is 4. The total charge is 0. The value obtained for the frontier orbital gap (spin up / spin down) is 0.2094 / 0.2042 hartree. As for the lowest unoccupied orbital energy (spin up / spin down): -0.9124 / -2.1960 eV. As for the HOMO energy (spin up / spin down): -6.6 / -7.8 eV. The expectation value of S² is 3.804. The value obtained for the total energy is -3824.98533 Eh.


Record 4
Below is a molecular structure, C18H24N8S3Y, with properties calculated with ωB97M-V/def2-TZVPD.

Each line ends with the Mulliken charge.
Element x y z (Å)
Y 1.439 -0.139 -0.795  0.64
C -1.396 -2.039 3.779  -1.08
N -0.843 -0.936 2.999  0.13
C -0.657 0.365 3.636  -1.17
C -0.471 -1.070 1.718  0.50
N -0.110 -0.103 0.939  -0.18
N -0.448 -2.377 1.231  -0.11
C -0.385 -2.789 -0.083  0.61
N -0.814 -4.053 -0.277  -0.44
N 0.063 -2.035 -1.041  -0.40
H -0.623 -2.741 4.105  0.34
H -2.169 -2.567 3.220  0.41
H -1.864 -1.631 4.669  0.34
H -0.790 0.251 4.707  0.37
H -1.382 1.097 3.274  0.38
H 0.353 0.733 3.452  0.39
H -0.299 0.822 1.311  0.06
H -0.502 -3.113 1.915  0.24
H -1.347 -4.547 0.416  0.19
H -0.619 -4.526 -1.141  0.21
H -0.109 -2.472 -1.941  0.15
S 7.330 1.297 -1.462  -0.25
C 5.957 0.549 -0.995  0.16
S 5.746 -0.240 0.574  -0.08
C 4.122 -0.670 0.170  0.46
N 3.770 -0.259 -1.024  -0.57
N 4.788 0.410 -1.678  0.39
C 4.542 0.777 -3.037  0.04
C 3.398 1.508 -3.328  -0.04
C 3.104 1.820 -4.648  -0.92
C 3.961 1.419 -5.662  -0.53
C 5.109 0.702 -5.354  -0.62
C 5.405 0.369 -4.041  -0.39
S 2.967 -1.461 1.173  -0.44
H 2.760 1.889 -2.539  0.66
H 2.218 2.400 -4.872  0.48
H 3.743 1.675 -6.689  0.41
H 5.781 0.392 -6.143  0.39
H 6.294 -0.193 -3.797  0.48
C 2.504 3.083 -0.047  -1.22
C 1.080 3.000 -0.513  0.73
C 0.078 3.932 -0.436  -1.12
C -1.069 3.359 -1.060  -0.57
C -0.715 2.102 -1.477  0.25
C -1.524 1.047 -2.163  -1.27
N 0.611 1.868 -1.157  0.28
H 2.598 3.759 0.801  0.41
H 3.182 3.441 -0.827  0.26
H 2.894 2.110 0.292  0.23
H 0.156 4.916 -0.001  0.53
H -2.035 3.822 -1.188  0.52
H -2.442 1.467 -2.569  0.41
H -1.810 0.234 -1.486  0.15
H -0.978 0.612 -3.009  0.22

The total charge is +1. The value obtained for the frontier orbital gap is 0.2564 hartree. As for the lowest unoccupied orbital energy: -2.8833 eV. As for the HOMO energy: -9.9 eV. The value obtained for the total energy is -2371.19990 Eh.